A molecular structure, C47H64BrI2LuN4OPSi at a distorted geometry. Source: the OMol25 dataset; level of theory: ωB97M-V/def2-TZVPD.

Structure (XYZ):
```
122
Properties=species:S:1:pos:R:3:forces:R:3
Lu 0.170500 -0.263700 -0.378700 0.7 0.5 0.2
I 1.644800 0.047500 3.291700 0.4 0.1 0.4
C 1.403600 1.492700 4.819900 0.4 -0.4 -0.2
C 2.426900 1.492400 5.732300 -0.1 -0.2 -0.3
C 2.395600 2.333000 6.849200 -0.2 0.2 0.2
C 1.302600 3.124300 7.041200 0.3 -0.2 0.1
C 0.236100 3.135300 6.118600 0.0 -0.1 -0.1
C -0.871100 3.954300 6.402900 -0.1 0.0 -0.2
C -1.909500 4.049700 5.526100 0.1 0.1 0.2
C -1.848400 3.334400 4.332200 0.2 -0.2 0.0
C -0.805800 2.486800 4.010300 -0.1 0.0 -0.1
P -1.018900 1.737000 2.307600 -0.8 0.5 0.2
C -1.314900 3.344500 1.457400 0.1 -0.3 -0.1
C -0.521500 4.441700 1.795000 0.0 -0.1 0.0
C -0.666700 5.645000 1.131400 0.1 0.0 0.0
C -1.593200 5.762800 0.107500 0.0 0.0 -0.1
C -2.357400 4.668900 -0.261200 0.0 0.1 0.0
C -2.209800 3.463100 0.400100 0.1 0.0 0.1
C -2.698400 1.081300 2.707500 0.1 0.0 -0.2
C -3.901700 1.735800 2.474800 0.1 0.0 0.0
C -5.089300 1.191700 2.931400 -0.2 0.0 0.0
C -5.093200 -0.019100 3.601900 -0.1 0.0 0.0
C -3.901800 -0.699200 3.799900 0.0 0.0 0.1
C -2.712200 -0.150000 3.358900 0.1 0.1 -0.1
C 0.272300 2.336400 4.927700 -0.1 0.3 0.2
H 3.267600 0.825500 5.602100 0.0 0.0 -0.1
H 3.217500 2.318700 7.548300 0.0 0.0 0.1
H 1.220500 3.763800 7.907200 0.0 0.0 0.1
H -0.866800 4.502800 7.329800 0.0 0.1 0.2
H -2.760700 4.679400 5.730400 -0.1 0.1 0.0
H -2.659100 3.471400 3.633900 0.0 0.0 0.0
H 0.203200 4.359300 2.596300 0.0 0.1 0.0
H -0.059900 6.490900 1.421000 0.0 0.1 0.0
H -1.707900 6.701800 -0.408400 0.0 0.1 -0.1
H -3.062600 4.743900 -1.072600 -0.1 0.0 -0.1
H -2.786300 2.607600 0.085000 0.0 -0.1 -0.1
H -3.921600 2.682500 1.954100 0.0 0.1 0.0
H -6.013500 1.730600 2.772800 -0.1 0.0 0.0
H -6.020800 -0.418900 3.982000 -0.1 -0.1 0.0
H -3.900500 -1.645600 4.319300 0.0 -0.1 0.1
H -1.777200 -0.668000 3.526500 0.1 -0.1 0.0
N 1.482400 2.069900 0.049700 -0.3 -0.2 0.1
C 2.909900 2.301600 -0.255500 0.3 0.0 -0.3
C 3.230500 2.153400 -1.745500 0.0 -0.3 0.2
C 3.366000 0.718100 -2.257800 0.1 0.3 0.1
N 2.053200 0.069300 -2.425100 -0.4 -0.2 -0.1
H 0.949400 2.769000 -0.478800 -0.1 -0.3 0.1
H 1.354900 2.326300 1.031900 -0.1 -0.2 -0.2
H 3.504900 1.593200 0.329400 0.0 0.1 0.0
H 3.200700 3.318800 0.045900 -0.1 -0.2 0.1
H 4.181500 2.657800 -1.923800 0.0 0.0 0.0
H 2.468000 2.671400 -2.334800 0.0 0.1 0.0
H 3.955500 0.124400 -1.554000 0.0 0.1 0.0
H 3.915400 0.746900 -3.210200 -0.1 -0.1 0.2
H 2.218400 -0.860600 -2.816100 -0.2 0.1 0.1
H 1.556500 0.585900 -3.155200 -0.1 -0.2 0.3
O -0.653300 -2.115300 1.323800 0.5 0.1 0.0
H 0.116200 -2.622100 1.633500 -0.3 0.2 -0.2
H -1.422700 -2.689500 1.433700 0.0 0.2 -0.2
C -4.822200 -0.074400 -0.296500 -1.0 0.1 -0.2
C -3.431400 -0.168300 -0.021600 1.5 -0.1 0.2
N -2.300300 -0.212100 0.168700 -0.1 -0.2 -0.4
H -5.372700 -0.820700 0.274200 0.0 0.0 0.0
H -4.986100 -0.228100 -1.363200 0.0 0.0 0.0
H -5.179400 0.918600 -0.023300 0.0 0.0 0.0
I -1.105700 1.483900 -2.394800 0.1 0.2 -0.3
C 2.140500 -1.624700 0.297700 -0.4 0.6 0.2
C 2.492700 -2.968800 -0.168900 0.1 -0.5 -0.2
C 2.091400 -4.119200 0.534500 0.0 0.4 -0.1
C 2.561700 -5.369600 0.218900 0.2 -0.2 -0.2
C 3.452000 -5.539500 -0.844200 -0.4 1.0 0.2
C 3.805300 -4.426300 -1.611000 0.0 -0.3 0.1
C 3.324000 -3.181200 -1.283400 -0.2 0.3 0.2
C 4.044900 -6.794500 -1.077500 0.3 -0.7 -0.2
N 4.551400 -7.813300 -1.233300 0.0 -0.2 -0.1
H 3.002900 -0.966000 0.118800 -0.2 0.1 0.1
H 2.049200 -1.713300 1.391200 0.1 0.1 -0.1
H 1.453600 -4.023000 1.405800 0.0 0.0 0.1
H 2.282600 -6.225200 0.815300 0.0 -0.1 0.0
H 4.494500 -4.546200 -2.435100 0.0 0.0 0.0
H 3.655700 -2.328900 -1.861200 0.1 0.1 0.0
C 0.748000 -3.069900 -5.050500 -0.3 0.0 0.1
C -0.289300 -4.183600 -4.858600 -0.1 0.1 0.3
C 0.390400 -5.287600 -4.038500 -0.3 0.1 0.1
C -0.658300 -4.753600 -6.233800 -0.3 0.2 0.2
Si -1.903400 -3.553000 -3.960000 0.0 0.2 0.1
Br -0.889100 -2.300900 -2.062700 -0.3 -0.8 -0.6
C -2.956000 -4.894300 -2.995800 0.2 0.3 0.0
C -3.348600 -6.023500 -3.956200 0.2 0.2 -0.2
C -4.238600 -4.275700 -2.423400 0.2 0.1 -0.2
C -2.199300 -5.506200 -1.811800 0.1 0.2 -0.2
C -2.975200 -2.233700 -4.935900 0.2 -0.1 0.2
C -3.832100 -1.355800 -4.013200 0.1 -0.3 0.1
C -3.899900 -2.970500 -5.915100 0.2 -0.2 0.2
C -2.089000 -1.278900 -5.744400 0.1 -0.3 0.2
H 1.634500 -3.488500 -5.523500 0.1 -0.1 -0.1
H 1.045700 -2.653100 -4.092300 0.1 0.1 0.1
H 0.381000 -2.268100 -5.680700 0.0 0.2 -0.1
H 1.321900 -5.579100 -4.520600 0.1 0.0 -0.1
H -0.232900 -6.174100 -3.971600 0.0 -0.2 0.1
H 0.628600 -4.939400 -3.035900 0.1 0.0 0.2
H 0.228200 -5.156600 -6.720000 0.2 0.0 0.0
H -1.071300 -3.987900 -6.884500 -0.1 0.1 -0.2
H -1.385300 -5.556400 -6.148300 -0.1 -0.2 -0.1
H -3.886200 -5.647400 -4.821900 -0.1 0.0 -0.2
H -3.993500 -6.737600 -3.447100 -0.1 -0.1 0.1
H -2.474200 -6.562800 -4.307200 0.1 -0.2 -0.1
H -4.921100 -3.971300 -3.210700 -0.1 0.1 0.0
H -4.006000 -3.416900 -1.797400 -0.1 0.2 0.1
H -4.756200 -5.012700 -1.810800 0.0 -0.1 0.1
H -1.323700 -6.058600 -2.128200 0.2 -0.1 0.0
H -2.856700 -6.196900 -1.287200 -0.1 -0.1 0.0
H -1.885900 -4.737600 -1.112100 0.1 0.0 0.2
H -4.644300 -1.913800 -3.559700 -0.1 0.0 0.1
H -4.266500 -0.548200 -4.600100 -0.1 0.1 -0.1
H -3.223600 -0.906200 -3.233800 0.1 0.2 0.2
H -4.604100 -3.615800 -5.397600 -0.1 -0.1 0.0
H -3.331700 -3.578900 -6.612800 0.0 -0.1 -0.2
H -4.475300 -2.249000 -6.491900 0.0 0.1 -0.1
H -1.436000 -0.706000 -5.092100 0.2 0.1 0.1
H -2.720300 -0.571900 -6.279000 -0.1 0.1 -0.1
H -1.497700 -1.810300 -6.482500 0.1 0.0 -0.1
```
Forces are in eV/Å.

Results
total energy = -7159.38094 Eh
total charge = +1
HOMO = -9.80 eV
ΔE to the lowest compared entry with this formula, charge and spin = 0.000 eV
LUMO level = -2.086 eV

Results of the Mulliken charge analysis, in e, for atoms 1 through 4:
1 Lu 1.166
2 I 0.215
3 C 0.305
4 C -0.619